Entry 1:
C12H36B2F8O6S6Y | the ωB97M-V functional and the def2-TZVPD basis

Last column: Mulliken charge in e.
Geometry (Å):
1 Y -0.346 27.782 -16.360  1.00
2 B -1.559 29.808 -18.241  -0.79
3 F -2.894 29.878 -18.712  -0.43
4 F -0.771 28.909 -18.909  0.12
5 F -0.919 30.966 -18.377  -0.35
6 F -1.693 29.480 -16.956  0.40
7 B 2.052 27.032 -15.165  -0.49
8 F 1.478 26.231 -16.139  -0.12
9 F 2.756 27.891 -15.890  -0.12
10 F 1.095 27.617 -14.404  0.22
11 F 2.865 26.435 -14.227  -0.32
12 C -1.944 30.320 -13.094  -0.76
13 S -1.942 28.445 -13.010  0.39
14 O -1.612 27.947 -14.446  -0.40
15 C -0.664 28.111 -11.776  -0.38
16 H -2.786 30.614 -13.720  0.33
17 H -1.071 30.856 -13.465  0.02
18 H -2.253 30.699 -12.119  0.52
19 H 0.052 28.909 -11.970  -0.18
20 H -0.283 27.090 -11.788  0.25
21 H -0.988 28.354 -10.764  0.47
22 C 0.771 25.549 -20.279  -0.55
23 S -0.561 25.302 -19.150  0.28
24 O -0.231 26.303 -18.043  0.29
25 C -1.936 26.037 -20.177  -1.07
26 H 0.430 25.357 -21.297  0.50
27 H 1.584 24.876 -20.008  0.33
28 H 0.845 26.628 -20.146  -0.27
29 H -1.864 27.117 -20.307  0.22
30 H -2.932 25.986 -19.737  0.31
31 H -1.910 25.537 -21.145  0.52
32 C 3.860 29.584 -18.627  -0.79
33 S 2.450 28.361 -18.994  0.31
34 O 1.417 28.408 -17.831  -0.33
35 C 1.797 29.193 -20.504  -0.91
36 H 3.434 30.313 -17.938  0.10
37 H 4.224 30.158 -19.479  0.45
38 H 4.637 29.099 -18.036  0.35
39 H 2.510 29.197 -21.329  0.45
40 H 1.367 30.148 -20.203  0.34
41 H 0.846 28.727 -20.761  0.21
42 C -0.797 23.913 -13.453  -0.97
43 S -0.870 24.063 -15.341  0.42
44 O -0.837 25.575 -15.528  0.10
45 C 0.534 23.104 -15.859  -0.91
46 H 0.088 24.334 -12.976  0.29
47 H -0.967 22.866 -13.203  0.48
48 H -1.705 24.403 -13.101  0.26
49 H 0.389 22.068 -15.553  0.44
50 H 1.557 23.396 -15.625  0.27
51 H 0.534 23.234 -16.942  0.22
52 C 2.502 30.271 -13.623  -0.86
53 S 1.842 30.674 -15.350  0.40
54 O 0.609 29.745 -15.672  -0.52
55 C 1.240 32.468 -15.181  -0.95
56 H 1.810 30.262 -12.782  0.15
57 H 3.229 31.046 -13.377  0.48
58 H 2.953 29.280 -13.657  0.24
59 H 0.560 32.502 -14.329  0.26
60 H 0.643 32.620 -16.080  0.34
61 H 2.109 33.125 -15.144  0.41
62 C -4.437 28.539 -16.260  -0.54
63 S -3.828 26.872 -16.749  0.29
64 O -2.307 26.844 -16.888  -0.09
65 C -4.389 25.944 -15.276  -0.71
66 H -4.097 29.333 -16.925  0.20
67 H -4.042 28.825 -15.286  -0.13
68 H -5.502 28.566 -16.029  0.50
69 H -3.802 26.339 -14.447  0.03
70 H -4.054 24.931 -15.498  0.27
71 H -5.467 25.841 -15.147  0.49

Forces on the atoms, in the same order (eV/Å):
Y 0.9 -0.9 -0.4
B -1.6 1.3 -3.4
F 0.2 -0.3 -0.5
F -0.2 -2.0 -0.7
F 0.9 2.8 0.1
F -0.2 -1.0 4.0
B 2.6 -1.7 1.0
F -0.6 -1.4 -0.1
F 2.2 2.6 -0.5
F -2.6 1.1 0.9
F 0.6 -1.3 0.2
C -0.5 -0.5 0.3
S -1.1 0.6 -1.8
O -0.2 0.9 2.6
C 0.8 1.3 -0.3
H 0.0 -0.5 -0.3
H 0.3 -0.7 0.1
H 0.3 -0.2 0.3
H 0.8 -0.7 -0.1
H 0.0 0.2 -0.5
H -0.8 -0.2 -0.2
C -0.8 0.2 -0.6
S -1.7 1.2 1.3
O 0.1 -1.7 -2.1
C 0.2 0.3 0.1
H 0.1 -0.2 0.0
H 0.2 0.6 0.1
H 1.0 -0.2 -0.2
H 0.9 0.1 0.0
H 0.2 -0.8 0.4
H -0.1 -0.1 0.1
C -1.3 0.0 0.8
S -0.2 0.2 1.3
O 2.2 1.0 -2.9
C -1.3 0.2 1.2
H -0.3 0.0 0.0
H -0.1 -0.6 -0.2
H 0.0 -0.3 -0.5
H 0.0 0.0 0.3
H 0.8 0.5 -0.1
H 0.3 -0.7 -0.2
C -0.6 -0.5 -1.1
S -1.0 1.7 2.3
O 0.7 -2.4 0.8
C 1.3 0.6 -0.7
H 0.1 0.0 -0.4
H 0.4 -0.1 0.0
H 0.1 0.4 -0.2
H -0.4 0.1 -0.2
H -0.2 0.4 0.8
H -0.4 -0.5 -0.2
C -0.5 0.3 -0.4
S -1.2 -1.2 0.1
O 1.8 3.0 1.4
C -0.5 -2.0 0.1
H -0.6 0.2 -0.4
H 0.2 -0.1 -0.4
H 0.1 0.2 -0.4
H 0.3 0.3 0.1
H 0.2 0.0 -0.1
H -0.1 -0.2 0.2
C 0.7 0.2 1.2
S -1.0 0.8 -0.8
O -3.1 0.5 0.2
C 1.5 -0.3 -0.4
H -0.3 -0.5 -0.5
H 0.6 -0.3 0.1
H -0.2 -0.5 -0.8
H -0.4 -0.1 0.3
H 0.2 -0.1 0.1
H 0.1 0.8 -0.1

Kohn-Sham gap (eV): 9.5
LUMO level (hartree): -0.0679
Energy (hartree): -4206.56852
HOMO energy (eV): -11.33
Total charge: +1
Relative energy (zero: lowest compared OMol25 entry of this formula, charge and spin) (eV): 4.160


Entry 2:
CH2F4N2 | the ωB97M-V functional and the def2-TZVPD basis

Last column: Mulliken charge in e.
Geometry (Å):
1 F -0.382 1.358 1.097  -0.18
2 N -0.996 0.165 0.635  -0.21
3 C -0.273 -0.488 -0.405  0.76
4 F -0.911 -0.217 -1.547  -0.27
5 F -0.205 -1.770 -0.217  -0.25
6 N 1.133 0.033 -0.607  -0.26
7 F 1.718 0.367 0.606  -0.17
8 H -0.911 -0.394 1.452  0.28
9 H 0.826 0.946 -1.014  0.30

Forces on the atoms, in the same order (eV/Å):
F -0.5 -0.2 -0.8
N -0.6 0.3 1.0
C 2.5 2.4 0.1
F 0.1 -0.3 -0.8
F -0.6 -1.6 0.5
N -2.1 0.8 -1.5
F 0.1 -0.4 0.2
H -0.1 -0.7 0.9
H 1.2 -0.3 0.3

Kohn-Sham gap (eV): 11.9
LUMO level (hartree): 0.0353
Energy (hartree): -548.12386
Structure (SMILES): FNC(F)(F)NF
HOMO energy (eV): -10.95
Total charge: 0
Relative energy (zero: lowest compared OMol25 entry of this formula, charge and spin) (eV): 0.629


Entry 3:
C4H9N2O5 | the ωB97M-V functional and the def2-TZVPD basis

Last column: Löwdin spin population.
Geometry (Å):
1 C 0.762 0.826 -0.358  0.46
2 C 1.535 -1.317 0.433  0.06
3 C -0.006 -1.394 0.435  0.01
4 C -1.962 0.777 -0.057  0.01
5 N 1.776 0.089 0.079  0.62
6 N -0.444 -0.120 -0.396  0.02
7 O 0.662 2.019 -0.541  0.49
8 O -2.967 -0.007 -0.199  0.00
9 O -1.720 1.207 1.200  0.00
10 O 3.088 0.622 0.036  0.19
11 O -0.278 -0.536 -1.703  0.08
12 H 1.999 -1.673 1.305  0.02
13 H 2.065 -1.897 -0.369  0.03
14 H -0.371 -2.284 -0.135  0.00
15 H -0.398 -1.127 1.411  0.00
16 H -1.822 1.511 -0.833  0.00
17 H -3.257 -0.467 0.665  0.00
18 H -1.163 2.017 1.157  0.00
19 H 2.879 1.565 0.173  0.00
20 H -0.378 0.189 -2.301  0.00

Forces on the atoms, in the same order (eV/Å):
C -6.1 -2.3 -1.0
C 0.0 0.7 -2.6
C -0.4 1.5 -1.7
C 2.5 0.4 1.0
N 7.1 -2.2 3.4
N 3.1 0.9 0.8
O 0.3 4.8 0.5
O -2.0 -2.0 1.3
O 0.1 0.6 -0.3
O -3.1 -1.6 0.2
O -1.5 -3.5 -1.8
H 0.6 0.2 1.6
H -0.8 0.3 0.2
H 0.0 0.7 1.1
H -0.2 -0.8 0.2
H -0.2 0.1 -0.4
H 0.7 1.1 -1.7
H -0.4 -0.5 0.1
H 0.3 0.4 -0.4
H -0.1 1.3 -0.5

Kohn-Sham gap (alpha / beta) (eV): 6.5 / 7.3
LUMO level (alpha / beta) (hartree): -0.1037 / -0.2666
Energy (hartree): -642.96146
Spin multiplicity: 3
HOMO energy (alpha / beta) (eV): -9.29 / -14.53
Total charge: +1
⟨S²⟩: 2.01


Entry 4:
C13H23F5N2O3P | the ωB97M-V functional and the def2-TZVPD basis

Last column: Mulliken charge in e.
Geometry (Å):
1 C 5.489 -0.678 0.648  -1.03
2 P 4.587 0.907 0.814  0.02
3 O 3.814 0.848 2.289  -0.51
4 C 3.295 0.900 -0.538  0.42
5 N 4.165 0.633 -1.733  -0.57
6 C 3.418 1.093 -2.884  0.12
7 O 3.501 0.636 -3.943  -0.49
8 C 2.535 2.262 -2.417  -0.90
9 C 2.626 2.240 -0.880  0.31
10 C 1.234 2.577 -0.238  -1.46
11 C 0.663 1.495 0.690  -0.88
12 C -0.313 0.570 -0.087  -1.29
13 C -0.128 -0.913 0.142  1.03
14 F 1.049 -1.257 0.603  -0.29
15 F -1.040 -1.351 1.071  -0.28
16 C -0.438 -1.740 -1.130  0.57
17 F -1.740 -1.732 -1.327  -0.29
18 F 0.124 -1.241 -2.181  -0.21
19 F -0.014 -2.952 -1.010  -0.27
20 H 5.412 -1.031 -0.374  0.39
21 H 5.080 -1.456 1.289  0.31
22 H 6.539 -0.524 0.846  0.36
23 H 3.540 1.754 2.486  0.34
24 H 2.676 0.001 -0.498  -0.07
25 H 4.858 1.397 -1.652  0.33
26 H 2.973 3.192 -2.759  0.31
27 H 1.544 2.126 -2.833  0.39
28 H 3.307 2.996 -0.492  0.55
29 H 1.350 3.514 0.297  0.40
30 H 0.560 2.811 -1.052  0.61
31 H 1.424 0.961 1.247  0.72
32 H 0.065 2.022 1.428  0.45
33 H -0.293 0.833 -1.134  0.60
34 H -1.325 0.797 0.234  0.34
35 C -7.199 -0.878 0.752  -1.16
36 C -5.880 -1.035 1.432  0.61
37 O -5.413 -0.313 2.243  -0.38
38 N -5.108 -2.297 1.133  -0.10
39 C -3.631 -2.254 1.403  -0.93
40 H -7.620 0.084 1.027  0.33
41 H -7.077 -0.920 -0.333  0.38
42 H -7.877 -1.673 1.072  0.37
43 H -5.330 -2.635 0.195  0.42
44 H -5.521 -2.989 1.769  0.40
45 H -3.142 -1.828 0.539  0.33
46 H -3.302 -3.279 1.551  0.37
47 H -3.434 -1.673 2.297  0.36

Forces on the atoms, in the same order (eV/Å):
C -1.0 -0.3 0.1
P 0.9 1.5 -0.3
O -0.4 -0.4 -0.5
C 0.6 -1.4 -0.8
N 0.3 0.7 0.3
C -0.5 1.7 3.3
O 0.2 -1.3 -3.2
C 0.8 -0.4 0.4
C -1.4 -0.1 0.5
C 1.2 -0.4 0.2
C -0.9 0.6 -0.4
C 0.3 0.4 0.7
C -1.2 0.5 -0.8
F 1.4 -0.3 0.3
F -0.2 -0.2 0.5
C 0.6 0.9 1.2
F -1.8 -0.1 -0.2
F 1.0 1.1 -1.7
F 0.3 -2.2 0.5
H -0.1 0.1 -0.2
H 0.0 -0.1 0.2
H 0.2 0.1 0.3
H 0.2 -0.2 0.2
H -0.5 0.3 0.2
H 0.5 -0.5 -0.2
H -0.1 0.1 -0.5
H -0.2 0.2 0.0
H 0.3 0.2 -0.4
H 0.0 0.1 0.3
H -0.4 -0.1 0.0
H 0.2 -0.1 -0.1
H -0.1 -0.1 0.3
H 0.2 -0.3 -0.3
H -0.2 0.0 0.0
C 0.2 -0.2 -0.3
C -0.4 1.3 0.7
O 0.2 -0.1 -0.2
N -0.3 -0.8 0.2
C 0.1 -0.2 -0.2
H 0.1 0.0 0.1
H -0.1 -0.1 0.0
H 0.0 0.0 -0.1
H 0.2 0.0 -0.1
H 0.0 -0.1 -0.1
H 0.0 0.1 0.0
H 0.1 0.0 -0.1
H -0.2 0.1 0.0

Kohn-Sham gap (eV): 6.2
LUMO level (hartree): -0.1416
Energy (hartree): -1684.81031
HOMO energy (eV): -10.02
Total charge: +1
Relative energy (zero: lowest compared OMol25 entry of this formula, charge and spin) (eV): 0.000


Max |F| per entry: 4.1; 3.5; 8.2; 3.7 eV/A